(1)
Below is the molecule C21H25N5O2 at a distorted geometry, with properties calculated with ωB97M-V/def2-TZVPD.

Last column: Mulliken charge in e.
Positions of all 53 atoms, in Å:
H 1.9790 1.6683 2.0371  0.340
C -0.0698 0.5174 1.1784  1.894
H 2.8625 0.9446 3.4238  0.233
H 3.6862 0.8529 0.4756  0.372
C -1.8551 -0.7639 -1.8986  -0.109
H 1.2808 3.9231 -0.7077  0.337
C -2.4058 -0.6487 1.3809  -1.935
N -2.5163 -1.6925 0.3804  -0.137
C -1.0811 -1.9019 -2.4921  -0.005
C -0.0258 -2.5097 -1.8156  0.238
H -3.4159 -2.1630 -1.4097  0.406
H 3.0590 -1.5083 3.5343  0.322
H -2.3391 -0.2187 -2.7096  0.394
C -1.9601 4.2788 -0.3119  -0.494
H -2.0534 5.2867 -0.6855  0.424
H -1.2469 -3.6356 -5.2191  0.375
C -0.7244 3.7676 -0.0239  0.642
H -3.4076 -0.2391 1.5521  0.458
H 0.6607 -4.8479 -4.1533  0.377
C -1.4555 0.4681 1.0769  -0.115
H -1.1820 -0.0919 -1.3654  0.062
N -1.8307 1.7005 0.6216  0.175
H -3.9125 1.6041 0.4871  0.393
H -1.6482 -2.2170 0.3424  0.305
C -3.1261 3.5041 -0.1282  -1.005
H 0.2843 -2.1564 -0.8446  0.248
C -3.0476 2.2299 0.3347  0.051
O 0.3492 -1.7748 1.3871  -0.831
H 2.2849 -2.4587 2.2312  0.386
C -0.6623 2.4421 0.4562  0.159
N 1.9693 -0.4137 2.1392  0.000
N 0.3966 1.7328 0.7926  -0.808
C 0.7670 -0.6333 1.5682  0.359
C 3.9299 0.8789 1.5483  -0.609
C -0.8708 -3.3438 -4.2462  -0.307
H 4.8198 -2.2159 1.9437  0.355
C 2.8222 -1.5389 2.4650  -0.710
H 1.4322 -4.0785 -1.9048  0.445
C 0.5482 4.5311 -0.1821  -1.363
C -2.9497 -1.2913 -0.9376  -0.810
O 4.7654 -0.2070 1.8815  -0.396
H 3.8794 -1.5404 0.5800  0.343
N -1.4886 -2.3205 -3.6852  -0.508
C 4.1151 -1.4363 1.6504  -0.585
C 0.6134 -3.5846 -2.4088  -0.675
H -2.0742 -1.1396 2.2999  0.429
H 0.9633 4.7651 0.7975  0.289
H 0.3796 5.4566 -0.7257  0.393
H -4.0901 3.9265 -0.3601  0.408
C 0.1872 -4.0158 -3.6553  -0.426
H 4.5012 1.7817 1.7687  0.331
C 2.6266 0.8537 2.3563  -0.399
H -3.7235 -0.5270 -0.8203  0.284

LUMO energy (eV): 0.4
Total energy (Ha): -1239.5093
Structure (SMILES): Cc1cccn2c(CNCCc3ccccn3)c(C(=O)N3CCOCC3)nc12
Energy relative to the best compared isomer or geometry (same formula, charge and spin) (kcal per mole): 40.0
Kohn-Sham gap (eV): 8.54


(2)
Below is a structure of composition C21H26AlF6NO20 at a distorted geometry, with properties calculated with ωB97M-V/def2-TZVPD.

Last column: Mulliken charge in e.
Positions of all 75 atoms, in Å:
O 2.4808 -4.3589 -0.4433  -0.368
C -6.5207 -5.9959 -4.9702  0.322
H -5.3465 -0.5249 2.7089  0.257
C 6.9716 3.0106 4.2527  0.655
H 2.1755 -3.7305 -2.3748  0.021
O 7.1014 2.1218 3.4723  -0.582
C 2.6028 -3.2086 0.2857  0.666
H 2.3931 -0.6181 1.5420  -0.346
O -7.0642 0.5469 3.0976  -0.324
C -0.9217 5.6794 -2.4952  0.340
F -2.0495 5.6692 -1.7453  -0.266
C -6.0092 -4.6226 -4.6656  -0.494
C -7.3729 1.1552 1.9186  0.673
H 0.3251 0.2042 3.7097  -0.291
C -5.2160 1.6158 2.2927  -0.268
H 4.0567 0.2554 3.0488  0.167
F -5.2226 0.5585 4.3947  -0.272
O -0.4536 2.2178 -0.0040  -0.795
H -5.5854 -4.1273 -5.5433  0.285
H -1.7902 -4.9568 -1.5765  0.275
Al 0.7865 1.2991 2.6396  -0.164
C -0.2872 -2.7593 -2.4225  0.538
H -1.1696 5.9442 -3.5287  0.226
O 2.0367 -3.0095 1.3180  -0.509
F -6.9700 -6.0787 -6.2472  -0.299
O 0.7138 -2.1141 -2.3665  -0.508
O 3.4435 -2.3213 -0.3194  -0.192
H 1.3107 2.6326 3.3773  -0.247
C -5.6490 0.4448 3.1134  0.380
C -1.6756 -4.5059 -2.5656  -0.283
H 5.8568 4.2594 6.8861  0.269
O -6.2860 1.7372 1.3528  -0.282
F 7.3070 6.1789 5.2355  -0.299
O -4.9750 -4.8869 -3.7264  -0.208
H 5.5596 1.8800 2.3401  0.040
H 4.9818 -3.3990 -1.1680  0.283
O -0.0322 6.6417 -1.9604  -0.323
C -2.4294 -3.2194 -2.7033  0.450
H -6.7754 -3.9776 -4.2348  0.295
C 4.6443 1.7189 1.6681  -0.396
F 3.5805 -5.1696 -2.2357  -0.369
H -7.2938 -6.3512 -4.2832  0.289
H -2.6896 -2.9579 -3.7336  0.263
C -0.1625 4.3992 -2.3509  -0.094
C 6.5822 5.0513 5.0082  0.283
C -4.5769 -6.1709 -3.9306  0.629
N 3.6433 0.9896 2.4707  -0.132
O 2.2197 6.8031 -2.1169  -0.573
H 4.2980 2.7577 1.3366  0.204
O -1.5307 -2.2624 -2.1847  -0.254
H -1.9590 -5.2381 -3.3184  0.131
H -5.1408 2.5357 2.8777  0.157
C 6.6671 4.1123 6.1714  -0.442
C 2.4656 0.5175 1.6737  0.058
H 5.5622 5.3193 4.7197  0.335
F -3.5464 -3.2227 -1.9362  -0.313
H 4.1350 -2.3021 -2.2791  0.273
O -5.3666 -6.8029 -4.8443  -0.312
O -0.3273 -4.0857 -2.7404  -0.353
C 2.9905 -4.0507 -1.7231  0.686
C -0.6823 1.8682 1.3252  0.345
O 1.1902 4.8318 -2.5081  -0.289
O -1.9125 1.8889 1.7111  -0.620
O -8.4708 1.1678 1.4374  -0.578
H -0.2870 3.9391 -1.3623  0.123
O 7.1950 4.3245 3.9638  -0.284
H -0.4318 3.6670 -3.1126  0.199
H 7.6216 4.1846 6.7011  0.281
C 1.2191 6.1486 -2.1860  0.656
O -3.6538 -6.6825 -3.3734  -0.517
H -4.2606 1.4428 1.7871  0.242
H 4.9908 1.1748 0.7225  0.146
H 2.4105 0.9618 0.6166  0.196
O 6.5704 2.8422 5.5441  -0.296
C 4.0051 -2.9876 -1.4408  -0.494

Net charge: -2
LUMO energy (eV): 2.8
Total energy (Ha): -3216.9934
Energy relative to the best compared isomer or geometry (same formula, charge and spin) (kcal per mole): 0.0
Kohn-Sham gap (eV): 2.61


(3)
Below is a cluster of 7 separate species, C21H26BF6O21P in total at a distorted geometry, with properties calculated with ωB97M-V/def2-TZVPD.

Last column: Mulliken charge in e.
Positions of all 76 atoms, in Å:
H 4.3475 -4.4915 1.2592  -0.165
H 3.5521 -1.2825 -0.3223  0.213
B 4.4701 -2.8807 -0.8605  0.647
C -8.9394 5.1283 3.9409  0.666
O -7.5951 4.9793 4.0269  -0.357
H -9.3660 5.1189 -1.6079  0.255
F 4.3322 -9.6168 -0.7911  -0.287
C -8.5586 2.9181 3.7828  0.958
H -7.1991 3.4599 5.3780  0.312
C -2.9333 0.3084 0.7176  -0.256
H 5.1236 0.7460 -3.8991  0.313
H 2.3884 -9.3546 -0.4404  0.286
O 4.8940 -3.6433 -1.9173  -0.372
H 0.5395 5.0121 -0.0825  0.297
O 2.3451 4.1090 -0.5407  -0.325
H 6.9250 -3.5370 2.1970  0.470
O -8.7695 3.8869 -0.0444  -0.279
C -4.3083 0.6136 2.4806  0.627
O -9.4948 6.1697 3.8267  -0.523
H 6.7101 3.0098 -2.5666  0.293
H 6.9672 -4.4767 0.7107  0.339
H 6.6384 -2.5773 -2.3499  0.205
O 3.5557 -8.2162 0.8019  -0.311
C 0.4222 2.8804 -0.4139  0.392
C 7.4536 -2.4235 0.4622  -0.014
H 6.1482 -3.8291 -3.5155  0.235
C -8.5286 4.4916 -1.3184  -0.414
O -9.5520 3.9197 3.9938  -0.354
H 7.3103 -1.3905 0.7973  0.385
H 2.6106 -7.6605 -2.2206  0.285
H -2.1078 -1.0791 2.2232  0.258
O -4.2941 0.3615 1.1504  -0.293
O 5.4388 1.9144 -1.3547  -0.336
F 6.9839 1.2862 -4.3690  -0.304
O 0.9651 2.8242 -1.7205  -0.313
O -8.1808 1.9328 0.8920  -0.577
O -7.7974 2.3269 -1.2989  -0.323
F -0.9237 3.0169 -0.4962  -0.314
O 3.6783 -1.8048 -1.1210  -0.484
C 5.9309 0.6667 -1.2462  0.652
F -0.9725 0.5548 2.0504  -0.261
C -8.2413 2.6437 -0.0555  0.687
H -6.4060 3.2833 3.7948  0.104
H 4.2720 -7.2817 -1.7033  0.245
F -8.8791 1.8191 4.5087  -0.303
H -8.5257 2.6598 2.7235  -0.168
H 4.9776 3.0410 -3.0306  0.303
P 4.8523 -3.2072 1.0301  -0.110
O 5.8905 0.0101 -0.2551  -0.483
H 5.2780 -2.2772 -3.4482  0.195
O 6.4602 0.2556 -2.4239  -0.268
O -3.0349 0.5851 2.9768  -0.301
H 1.2634 4.0554 1.2343  0.292
O -5.2774 0.8234 3.1236  -0.505
O 3.0102 3.3103 -2.5335  -0.548
H -2.8052 -0.4410 -0.0582  0.278
C 3.2719 -7.5565 -1.3656  -0.374
O 2.8848 -6.2800 1.7588  -0.511
C 6.0189 1.1575 -3.4299  0.347
C 3.0535 -6.9500 0.7978  0.654
C 6.6864 -3.5109 1.1300  -0.583
H -9.2523 2.8758 -2.6362  0.289
H -7.6177 5.0895 -1.2720  0.280
C 5.7930 -3.0390 -2.8583  -0.457
C -8.3341 3.2769 -2.2044  0.272
C 2.1889 3.4130 -1.6837  0.631
C 5.7889 2.4310 -2.6473  -0.450
C 1.0979 4.1079 0.1627  -0.463
C 3.3165 -8.7813 -0.4733  0.291
O 2.7798 -6.5593 -0.4679  -0.271
H -2.6328 1.2851 0.3357  0.184
C -7.3119 3.6015 4.3023  -0.244
H 0.6478 1.9496 0.1089  0.295
C -2.2057 -0.0149 2.0046  0.277
O 8.2264 -2.6465 -0.4411  -0.531
F -7.4445 3.4986 -3.1984  -0.285

LUMO energy (eV): 0.1
Total energy (Ha): -3361.3924
Structure (SMILES): O=C1OC[C@@H](F)O1.O=C1OC[C@@H](F)O1.O=C1OC[C@@H](F)O1.O=C1OC[C@@H](F)O1.O=C1OC[C@@H](F)O1.O=C1OC[C@@H](F)O1.COB(O)PCC=O
Energy relative to the best compared isomer or geometry (same formula, charge and spin) (kcal per mole): 0.0
Kohn-Sham gap (eV): 8.47


(4)
Below is a structure of composition C21H26BaIN5O2 at a distorted geometry, with properties calculated with ωB97M-V/def2-TZVPD.

Last column: Mulliken charge in e.
Positions of all 56 atoms, in Å:
N -0.7208 -2.1071 -0.0798  -0.396
H -1.5871 0.1463 -0.5328  -0.334
C 0.7602 2.8374 0.5329  1.035
C 3.9978 -2.8628 3.6682  -0.294
C 5.0668 -3.4934 3.0508  -0.116
C -1.6238 -1.9281 -1.2450  0.167
C -2.0776 1.3857 2.2108  -0.425
C -2.5612 4.1094 2.6040  -0.776
N 1.2962 -1.1629 -2.5952  -0.472
C 4.3271 -2.6156 0.9726  -0.151
C -2.1593 -0.4762 -1.2318  -0.305
C -1.4084 3.7002 1.8801  1.097
H -2.7319 5.1692 2.7562  0.410
H 1.8352 -1.9808 -2.8665  0.256
H -0.6554 5.7003 1.5429  0.458
C -0.4789 4.6431 1.3736  -0.517
H -3.0204 -1.1859 -3.8241  0.291
H 6.0680 -3.8429 1.1735  0.412
H 2.2958 -1.6029 3.3372  0.339
H 5.7680 -4.0766 3.6358  0.402
H -2.4788 -2.5974 -1.1558  0.286
H -4.2956 3.5058 3.6647  0.419
H -3.8543 1.0771 3.3307  0.412
H -0.0596 0.8660 -2.5524  0.098
H 4.4422 -2.4985 -0.1016  0.394
H 1.3643 4.9113 0.2995  0.502
C -3.4256 3.1889 3.1055  -0.648
C 3.1348 -2.1190 2.8791  -0.228
H -1.2607 -1.9779 0.7740  0.233
C -0.9162 -2.2845 -2.5542  -1.700
I 3.6819 -2.9863 5.6749  0.210
C -3.1727 1.8036 2.9060  -0.647
C -0.6658 0.1954 -3.1702  -0.746
H -4.0674 -0.1142 -3.1717  0.397
C -0.0478 -1.2225 -3.2245  0.289
H -1.6783 -2.6153 -3.2724  0.308
H -0.4096 -3.0749 -0.0327  0.268
H -0.3330 -3.1998 -2.4175  0.750
C -2.0461 0.2779 -2.5457  -0.564
C 0.6257 4.2265 0.6940  -0.759
H -1.8718 0.3292 2.0863  0.429
N -0.0567 1.9138 0.9810  0.026
O 2.8762 1.7263 0.5174  -0.730
O 1.6900 1.6645 -1.3285  -0.633
N 3.2862 -2.0020 1.5506  -0.227
C 1.9231 2.1509 -0.1941  -0.327
H 0.0452 -1.5018 -4.2728  0.285
C 5.2394 -3.3689 1.6813  -0.745
H -2.3381 1.3170 -2.4083  0.579
N -3.1250 -0.2110 -3.5516  -0.192
Ba 1.7072 -0.2795 0.1576  1.715
H 1.8029 -0.3662 -2.9742  0.260
H -3.1807 -0.4296 -0.8426  0.555
C -1.1696 2.3374 1.6760  -0.175
H -3.0993 0.3338 -4.4146  0.401
H -0.6567 0.6673 -4.1566  0.428

Net charge: +2
LUMO energy (eV): -5.5
Total energy (Ha): -1562.8832
Kohn-Sham gap (eV): 7.90